[1]
C36H33BrCaN7OS | the ωB97M-V functional and the def2-TZVPD basis

Geometry (Å):
Ca: -0.361 -0.318 0.147
C: 1.765 -1.423 -2.686
C: 2.783 -1.722 -1.600
C: 2.209 -2.355 -0.346
C: 3.050 -2.693 0.709
C: 2.524 -3.355 1.803
C: 1.180 -3.694 1.805
C: 0.412 -3.317 0.722
N: 0.899 -2.635 -0.327
N: 0.905 -0.253 -2.435
C: 1.640 1.008 -2.623
C: 1.647 1.955 -1.437
C: 2.612 2.953 -1.372
C: 2.623 3.814 -0.289
C: 1.655 3.670 0.695
C: 0.718 2.669 0.537
N: 0.718 1.810 -0.492
C: -0.247 -0.381 -3.367
C: -1.111 0.846 -3.528
C: -1.480 1.294 -4.792
C: -2.332 2.384 -4.893
C: -2.770 3.003 -3.733
C: -2.328 2.502 -2.516
N: -1.523 1.448 -2.415
H: 1.116 -2.290 -2.789
H: 2.292 -1.293 -3.640
H: 3.366 -0.832 -1.339
H: 3.503 -2.433 -2.015
H: 4.098 -2.421 0.671
H: 3.157 -3.606 2.646
H: 0.731 -4.222 2.636
H: -0.638 -3.568 0.671
H: 1.230 1.557 -3.473
H: 2.679 0.797 -2.883
H: 3.359 3.037 -2.154
H: 3.387 4.577 -0.203
H: 1.628 4.314 1.563
H: -0.066 2.527 1.273
H: -0.883 -1.182 -2.988
H: 0.115 -0.673 -4.361
H: -1.110 0.793 -5.679
H: -2.642 2.746 -5.865
H: -3.432 3.859 -3.767
H: -2.633 2.953 -1.573
O: -2.070 -0.966 -0.877
N: -3.339 -0.616 -0.672
C: -4.292 -1.354 -1.299
C: -5.622 -1.103 -1.151
C: -6.004 -0.040 -0.324
C: -5.039 0.702 0.300
C: -3.654 0.441 0.147
S: -2.456 1.367 0.932
H: -3.895 -2.147 -1.912
H: -6.342 -1.721 -1.669
H: -7.052 0.190 -0.173
H: -5.294 1.524 0.952
Br: 6.850 1.706 2.928
C: 5.050 1.134 2.714
C: 4.300 0.771 3.816
C: 2.983 0.355 3.659
C: 2.372 0.292 2.390
C: 3.182 0.661 1.303
C: 4.491 1.077 1.447
N: 1.060 -0.111 2.161
C: 0.251 -0.223 3.232
C: -0.998 -0.881 3.186
C: -1.818 -0.963 4.339
C: -3.007 -1.633 4.286
C: -3.399 -2.247 3.082
C: -2.559 -2.118 1.999
N: -1.399 -1.452 2.011
H: 4.744 0.805 4.803
H: 2.439 0.054 4.544
H: 2.742 0.623 0.316
H: 5.075 1.367 0.581
H: 0.536 0.201 4.191
H: -1.483 -0.488 5.254
H: -3.640 -1.697 5.163
H: -4.328 -2.794 2.998
H: -2.831 -2.569 1.047

Calculated values
gap between HOMO and LUMO (alpha / beta) = 5.658 / 7.497 eV
max |F| = 1.9 eV/A
2S+1 = 2
⟨S²⟩ = 0.77
calculated total energy = -5500.0811 a.u.
LUMO energy (alpha / beta) = 0.535 / 0.335 eV

=====

[2]
C36H33ClN4O5 | the ωB97M-V functional and the def2-TZVPD basis

Geometry (Å):
N: -1.213 -3.398 -1.287
C: -0.548 -2.887 -0.247
O: 0.587 -2.460 -0.313
C: -1.356 -2.944 1.071
C: -0.513 -2.555 2.277
C: -0.751 -1.046 2.421
C: 0.236 -0.172 1.639
C: 0.903 0.573 2.766
C: 2.013 1.484 2.576
C: 2.677 2.056 3.663
C: 3.783 2.855 3.451
C: 4.245 3.098 2.167
C: 3.573 2.550 1.081
N: 4.057 2.753 -0.224
C: 3.304 2.801 -1.347
O: 2.102 2.946 -1.377
C: 4.139 2.639 -2.623
O: 5.233 1.767 -2.446
C: 4.976 0.469 -2.081
C: 3.710 -0.069 -1.878
C: 3.569 -1.382 -1.459
C: 4.695 -2.162 -1.260
Cl: 4.521 -3.797 -0.730
C: 5.963 -1.644 -1.480
C: 6.100 -0.332 -1.884
C: 2.461 1.748 1.285
N: 0.408 0.286 3.906
O: -0.589 -0.632 3.795
C: -2.219 -0.892 1.999
N: -2.458 -1.980 1.071
C: -3.602 -2.230 0.409
O: -3.728 -3.230 -0.290
C: -4.717 -1.213 0.507
C: -4.740 -0.399 -0.803
C: -3.434 0.350 -0.957
C: -3.232 1.563 -0.309
C: -2.022 2.227 -0.423
C: -0.994 1.683 -1.176
C: -1.189 0.474 -1.823
C: -2.402 -0.184 -1.718
C: -5.904 0.557 -0.920
C: -6.099 1.185 -2.147
C: -7.128 2.089 -2.327
C: -7.984 2.383 -1.279
C: -7.799 1.766 -0.056
C: -6.765 0.861 0.125
H: -0.783 -3.386 -2.198
H: -2.195 -3.643 -1.179
H: -1.771 -3.956 1.152
H: 0.539 -2.790 2.123
H: -0.864 -3.053 3.181
H: 0.941 -0.772 1.065
H: -0.267 0.515 0.955
H: 2.318 1.847 4.658
H: 4.302 3.290 4.292
H: 5.123 3.707 2.007
H: 5.062 2.779 -0.337
H: 4.575 3.602 -2.903
H: 3.479 2.307 -3.434
H: 2.819 0.515 -2.037
H: 2.587 -1.790 -1.274
H: 6.834 -2.261 -1.329
H: 7.075 0.095 -2.053
H: 1.958 1.318 0.436
H: -2.404 0.078 1.534
H: -2.847 -0.995 2.893
H: -5.655 -1.765 0.591
H: -4.597 -0.559 1.367
H: -4.818 -1.123 -1.624
H: -4.032 1.994 0.278
H: -1.878 3.171 0.082
H: -0.053 2.205 -1.262
H: -0.394 0.041 -2.412
H: -2.555 -1.121 -2.234
H: -5.430 0.960 -2.965
H: -7.263 2.566 -3.287
H: -8.790 3.088 -1.416
H: -8.461 1.989 0.768
H: -6.644 0.396 1.091

Calculated values
gap between HOMO and LUMO = 9.041 eV
max |F| = 1.1 eV/A
calculated total energy = -2447.1177 a.u.
LUMO energy = 0.554 eV
SMILES = NC(=O)[C@H]1C[C@@]2(CC(c3cccc(NC(=O)COc4ccc(Cl)cc4)c3)=NO2)CN1C(=O)CC(c1ccccc1)c1ccccc1

=====

[3]
C36H33IN3O4PW | the ωB97M-V functional and the def2-TZVPD basis

Geometry (Å):
W: 0.836 0.066 -1.482
O: 0.722 -1.859 -1.887
C: -0.258 -2.634 -2.367
C: -0.002 -3.994 -2.519
C: -0.993 -4.841 -2.977
C: -2.263 -4.363 -3.295
C: -2.526 -3.020 -3.158
C: -1.538 -2.131 -2.693
C: -1.881 -0.742 -2.649
N: -1.111 0.232 -2.301
C: -1.596 1.609 -2.535
C: -0.879 2.593 -1.610
N: 0.506 2.128 -1.525
C: 1.526 2.943 -1.625
C: 2.768 2.560 -2.176
C: 3.846 3.483 -2.133
C: 4.965 3.289 -2.888
C: 5.015 2.187 -3.762
C: 3.979 1.290 -3.856
C: 2.847 1.425 -3.039
O: 1.871 0.540 -3.142
H: 0.986 -4.364 -2.280
H: -0.775 -5.895 -3.097
H: -3.025 -5.037 -3.657
H: -3.502 -2.629 -3.418
H: -2.883 -0.495 -2.997
H: -2.676 1.651 -2.389
H: -1.375 1.862 -3.574
H: -1.339 2.642 -0.630
H: -0.905 3.587 -2.058
H: 1.413 3.992 -1.351
H: 3.757 4.353 -1.493
H: 5.789 3.986 -2.849
H: 5.888 2.049 -4.386
H: 4.015 0.455 -4.543
N: 4.034 -1.426 0.694
C: 3.374 -0.296 0.507
O: 2.704 -0.117 -0.527
C: 3.466 0.774 1.546
I: 5.280 1.882 1.274
H: 4.045 -2.122 -0.036
H: 4.684 -1.522 1.458
H: 3.454 0.356 2.549
H: 2.627 1.449 1.414
O: 0.205 -0.073 0.519
P: -0.901 -0.075 1.594
C: -1.913 -1.535 1.438
C: -1.475 -2.595 0.652
C: -2.217 -3.766 0.592
C: -3.387 -3.879 1.327
C: -3.814 -2.828 2.136
C: -3.078 -1.659 2.200
C: -1.923 1.391 1.517
C: -3.162 1.374 0.879
C: -3.894 2.547 0.760
C: -3.397 3.734 1.283
C: -2.164 3.755 1.924
C: -1.426 2.588 2.038
C: -0.092 -0.147 3.189
C: 0.990 -1.025 3.304
C: 1.607 -1.207 4.529
C: 1.146 -0.518 5.647
C: 0.064 0.341 5.538
C: -0.560 0.525 4.312
H: -0.543 -2.516 0.105
H: -1.874 -4.587 -0.025
H: -3.966 -4.791 1.285
H: -4.718 -2.927 2.720
H: -3.412 -0.850 2.840
H: -3.561 0.449 0.483
H: -4.861 2.531 0.274
H: -3.977 4.644 1.201
H: -1.785 4.678 2.341
H: -0.466 2.609 2.542
H: 1.335 -1.581 2.438
H: 2.435 -1.897 4.623
H: 1.625 -0.664 6.605
H: -0.301 0.868 6.409
H: -1.412 1.190 4.244

Calculated values
gap between HOMO and LUMO (alpha / beta) = 6.681 / 7.709 eV
max |F| = 1.0 eV/A
total charge = +2
2S+1 = 3
⟨S²⟩ = 2.01
calculated total energy = -2562.6906 a.u.
LUMO energy (alpha / beta) = -6.023 / -5.885 eV